1.
{"formula": "C41H56BaN7O4", "method": "ωB97M-V/def2-TZVPD", "charge": 1, "relative_energy_kcal_mol": 0.0, "symbols": ["Ba", "C", "C", "O", "C", "C", "O", "C", "C", "O", "C", "C", "O", "H", "H", "H", "H", "H", "H", "H", "H", "H", "H", "H", "H", "H", "H", "H", "H", "C", "N", "C", "C", "N", "C", "C", "C", "C", "C", "C", "C", "C", "C", "N", "C", "N", "C", "C", "N", "C", "C", "C", "N", "C", "C", "H", "H", "H", "H", "H", "H", "H", "H", "H", "H", "H", "H", "H", "H", "H", "H", "H", "H", "H", "H", "H", "H", "H", "H", "H", "H", "H", "H", "H", "H", "N", "C", "C", "C", "C", "C", "C", "C", "C", "C", "C", "C", "C", "C", "H", "H", "H", "H", "H", "H", "H", "H", "H", "H"], "coordinates": [[0.238, 0.017, 0.966], [-0.122, 2.935, 2.780], [-0.639, 2.142, 3.977], [-0.692, 0.779, 3.608], [-1.015, -0.089, 4.673], [-0.903, -1.527, 4.180], [0.273, -1.796, 3.428], [1.504, -1.771, 4.129], [2.205, -0.426, 4.029], [2.360, -0.117, 2.652], [3.019, 1.112, 2.382], [2.204, 2.333, 2.779], [0.946, 2.267, 2.119], [0.182, 3.934, 3.104], [-0.916, 3.022, 2.039], [-1.632, 2.517, 4.252], [0.022, 2.265, 4.847], [-2.040, 0.083, 5.019], [-0.340, 0.095, 5.521], [-1.723, -1.726, 3.491], [-0.969, -2.197, 5.044], [2.136, -2.530, 3.664], [1.367, -2.027, 5.184], [3.183, -0.485, 4.521], [1.610, 0.341, 4.529], [3.180, 1.136, 1.304], [3.997, 1.154, 2.872], [2.748, 3.233, 2.476], [2.072, 2.373, 3.863], [-2.249, -1.042, -1.976], [-1.626, -0.649, -3.224], [-1.746, -1.644, -4.281], [-0.555, 0.200, -3.202], [0.106, 0.416, -2.102], [0.840, 1.609, -1.989], [0.187, 2.800, -2.260], [0.848, 4.034, -2.250], [2.178, 4.084, -1.951], [2.879, 2.910, -1.596], [4.245, 3.009, -1.245], [4.942, 1.907, -0.846], [4.300, 0.663, -0.790], [2.977, 0.498, -1.163], [2.388, -0.766, -1.002], [2.977, -1.849, -1.401], [2.617, -3.071, -0.861], [2.187, -4.117, -1.785], [1.909, -3.104, 0.398], [3.928, -1.948, -2.389], [4.050, -1.014, -3.486], [4.988, -2.942, -2.351], [2.214, 1.642, -1.572], [-0.240, 0.738, -4.439], [1.107, 1.107, -4.806], [-1.272, 1.301, -5.290], [-3.293, -1.294, -2.163], [-2.206, -0.221, -1.269], [-1.756, -1.902, -1.512], [-2.785, -1.967, -4.345], [-1.129, -2.523, -4.057], [-1.444, -1.245, -5.243], [-0.866, 2.754, -2.513], [0.303, 4.936, -2.497], [2.720, 5.022, -1.963], [4.719, 3.982, -1.290], [5.985, 1.982, -0.565], [4.840, -0.204, -0.427], [2.632, -3.965, -2.763], [1.097, -4.105, -1.896], [2.487, -5.098, -1.412], [2.353, -2.387, 1.089], [2.007, -4.104, 0.819], [0.837, -2.883, 0.289], [3.139, -0.434, -3.592], [4.211, -1.575, -4.409], [4.886, -0.322, -3.350], [4.921, -3.535, -1.446], [5.958, -2.436, -2.371], [4.941, -3.606, -3.218], [1.813, 0.597, -4.158], [1.285, 2.186, -4.737], [1.293, 0.791, -5.835], [-2.255, 1.086, -4.880], [-1.212, 0.897, -6.305], [-1.148, 2.388, -5.355], [-1.994, -0.768, 1.068], [-3.198, -0.513, 1.312], [-3.661, 0.743, 2.015], [-4.449, 0.680, 3.161], [-4.832, 1.841, 3.818], [-4.456, 3.081, 3.319], [-3.685, 3.155, 2.167], [-3.284, 1.990, 1.527], [-4.317, -1.424, 0.862], [-5.548, -0.913, 0.452], [-6.523, -1.755, -0.064], [-6.290, -3.119, -0.154], [-5.071, -3.637, 0.265], [-4.090, -2.794, 0.759], [-4.766, -0.286, 3.538], [-5.441, 1.787, 4.712], [-4.782, 3.989, 3.811], [-3.408, 4.123, 1.765], [-2.694, 2.034, 0.615], [-5.743, 0.151, 0.523], [-7.471, -1.345, -0.392], [-7.053, -3.776, -0.551], [-4.888, -4.703, 0.204], [-3.123, -3.176, 1.066]], "atomic_forces_ev_per_a": [[0.67, -0.45, -1.00], [-0.24, -0.11, 0.18], [0.16, 0.08, 0.01], [0.07, 0.12, -0.10], [0.06, -0.20, 0.04], [-0.17, 0.23, -0.01], [0.12, 0.17, -0.17], [0.07, 0.12, -0.07], [-0.15, -0.12, 0.16], [0.22, -0.04, 0.24], [-0.01, 0.41, 0.00], [0.21, -0.15, 0.19], [0.30, 0.48, 0.22], [-0.04, 0.04, -0.09], [0.04, 0.08, 0.01], [0.00, 0.00, -0.02], [-0.02, -0.04, 0.00], [0.00, 0.00, 0.00], [0.00, 0.04, -0.03], [0.03, -0.07, 0.02], [-0.02, -0.05, -0.04], [-0.01, -0.04, 0.05], [0.00, -0.04, 0.00], [0.01, -0.01, -0.04], [0.05, 0.05, -0.02], [0.07, -0.06, 0.03], [-0.01, -0.05, 0.01], [-0.03, 0.01, -0.03], [-0.09, 0.03, -0.01], [0.12, 0.05, -0.03], [-0.09, -0.01, -0.03], [0.01, 0.06, 0.04], [0.20, -0.07, -0.16], [-0.05, -0.03, 0.21], [-0.37, 0.21, -0.22], [0.07, -0.21, 0.12], [0.11, 0.07, 0.02], [-0.07, 0.09, -0.02], [-0.07, -0.12, 0.13], [0.09, 0.01, 0.06], [0.01, 0.08, -0.02], [-0.18, -0.10, -0.13], [0.49, -0.13, -0.05], [-0.11, -0.15, 0.26], [-0.09, -0.02, -0.27], [-0.03, 0.01, -0.12], [0.05, -0.03, 0.06], [0.02, 0.26, 0.05], [0.03, -0.05, 0.03], [-0.07, 0.10, 0.09], [-0.01, 0.04, 0.03], [0.06, 0.09, 0.00], [-0.10, 0.00, 0.09], [0.01, -0.02, 0.04], [0.04, -0.02, -0.01], [0.00, -0.04, 0.02], [-0.05, -0.01, -0.02], [-0.01, 0.01, 0.01], [0.00, 0.02, -0.02], [-0.02, -0.01, 0.00], [0.02, 0.00, -0.01], [-0.01, 0.00, -0.04], [0.01, 0.00, 0.01], [-0.03, 0.01, 0.00], [0.00, -0.01, 0.01], [-0.01, 0.02, 0.00], [0.01, -0.02, -0.04], [0.01, -0.01, -0.01], [0.00, 0.00, 0.01], [-0.01, 0.01, 0.00], [0.00, -0.03, 0.00], [-0.06, 0.01, 0.05], [-0.01, -0.08, -0.03], [0.07, -0.07, 0.08], [-0.01, 0.00, 0.01], [0.01, 0.02, 0.02], [-0.01, -0.02, 0.03], [-0.01, -0.01, 0.01], [-0.02, -0.01, 0.01], [-0.09, 0.11, -0.06], [-0.01, 0.01, 0.03], [0.00, 0.01, 0.00], [-0.02, -0.02, -0.01], [-0.01, -0.01, 0.01], [-0.01, -0.01, 0.01], [-1.01, -0.04, 0.47], [-0.22, -0.38, -0.21], [0.12, 0.06, -0.06], [0.04, -0.01, 0.01], [0.00, 0.03, 0.03], [-0.01, 0.07, 0.01], [0.04, 0.02, -0.03], [-0.05, -0.05, 0.01], [-0.08, 0.00, 0.01], [0.06, -0.05, 0.05], [-0.06, 0.00, -0.02], [-0.02, 0.02, -0.02], [0.04, -0.06, 0.01], [0.01, 0.04, 0.00], [-0.03, 0.00, -0.03], [0.00, -0.04, -0.01], [0.01, -0.01, 0.02], [-0.02, -0.01, -0.02], [0.00, 0.03, 0.00], [0.01, 0.01, 0.02], [0.01, 0.00, 0.00], [0.00, 0.00, 0.02], [0.00, 0.01, 0.00], [0.01, -0.01, -0.01]], "lowdin_charge": [1.940, -0.156, -0.167, -0.240, -0.173, -0.159, -0.199, -0.159, -0.166, -0.289, -0.175, -0.161, -0.331, 0.145, 0.106, 0.134, 0.129, 0.137, 0.129, 0.114, 0.138, 0.132, 0.141, 0.146, 0.109, 0.096, 0.147, 0.145, 0.126, -0.064, -0.149, -0.035, -0.374, 0.087, -0.289, -0.037, -0.067, -0.041, -0.157, -0.038, -0.071, -0.065, -0.279, 0.080, -0.369, -0.162, -0.038, -0.078, -0.154, -0.033, -0.051, -0.071, -0.161, -0.038, -0.057, 0.096, 0.049, 0.086, 0.094, 0.093, 0.075, 0.121, 0.111, 0.114, 0.114, 0.111, 0.126, 0.082, 0.093, 0.095, 0.067, 0.100, 0.071, 0.060, 0.100, 0.097, 0.091, 0.094, 0.091, 0.059, 0.097, 0.100, 0.093, 0.090, 0.091, -0.245, -0.420, -0.196, -0.040, -0.076, -0.093, -0.095, -0.062, -0.190, -0.038, -0.082, -0.092, -0.084, -0.050, 0.123, 0.106, 0.104, 0.108, 0.110, 0.114, 0.103, 0.102, 0.101, 0.102]}


2.
{"formula": "C26H41N2STc", "method": "ωB97M-V/def2-TZVPD", "charge": 1, "spin_multiplicity": 4, "relative_energy_kcal_mol": 73.9, "symbols": ["C", "C", "C", "C", "C", "Tc", "C", "C", "H", "C", "H", "H", "C", "H", "H", "H", "C", "H", "H", "H", "C", "H", "H", "H", "C", "H", "H", "H", "C", "H", "H", "H", "C", "H", "H", "H", "C", "H", "H", "H", "C", "C", "C", "C", "H", "C", "H", "C", "H", "H", "H", "C", "N", "C", "C", "S", "N", "C", "C", "H", "H", "H", "H", "H", "H", "H", "H", "H", "H", "H", "H"], "coordinates": [[1.056, -1.961, -0.035], [2.056, -1.326, -0.886], [1.675, -1.547, -2.244], [0.389, -2.124, -2.274], [-0.060, -2.313, -0.911], [0.017, -0.206, -0.279], [-2.237, 2.015, -1.247], [-2.294, 1.235, 0.027], [-2.681, 1.752, 0.902], [-2.013, -0.183, 0.101], [-2.535, -0.781, -0.668], [-2.214, -0.618, 1.095], [-3.121, 3.272, -1.225], [-2.842, 3.955, -0.415], [-3.031, 3.813, -2.179], [-4.166, 2.973, -1.104], [-2.752, 1.188, -2.472], [-2.243, 0.223, -2.592], [-3.821, 0.996, -2.333], [-2.602, 1.765, -3.395], [3.352, -0.756, -0.457], [3.320, -0.436, 0.587], [4.162, -1.489, -0.568], [3.614, 0.120, -1.067], [2.553, -1.247, -3.404], [2.935, -0.218, -3.352], [3.427, -1.912, -3.431], [2.028, -1.363, -4.357], [-0.356, -2.564, -3.476], [-0.300, -1.822, -4.286], [0.045, -3.508, -3.874], [-1.415, -2.726, -3.245], [-1.179, -3.207, -0.508], [-2.042, -3.069, -1.166], [-0.866, -4.257, -0.585], [-1.492, -3.020, 0.521], [1.291, -2.552, 1.308], [0.348, -2.695, 1.845], [1.775, -3.536, 1.220], [1.940, -1.913, 1.912], [-0.071, 1.099, -1.873], [-0.801, 2.320, -1.462], [0.375, 1.085, -3.201], [-0.479, 3.561, -2.205], [-0.142, 2.190, -0.506], [0.559, 2.260, -3.933], [0.557, 0.152, -3.710], [0.218, 3.495, -3.369], [-0.825, 4.517, -1.813], [0.971, 2.221, -4.938], [0.508, 4.399, -3.890], [-1.851, 1.183, 3.353], [-0.691, 0.475, 3.881], [-0.715, 0.188, 5.315], [0.437, 0.368, 3.167], [0.578, 1.091, 1.551], [1.563, -0.143, 3.731], [1.537, -1.374, 4.532], [2.890, 0.307, 3.308], [-2.497, 1.438, 4.193], [-2.418, 0.554, 2.662], [-1.547, 2.099, 2.837], [-0.850, -0.886, 5.504], [0.199, 0.547, 5.805], [-1.573, 0.715, 5.738], [2.414, -1.980, 4.269], [1.601, -1.142, 5.605], [0.637, -1.967, 4.322], [3.277, -0.286, 2.469], [2.843, 1.362, 3.017], [3.575, 0.193, 4.158]], "atomic_forces_ev_per_a": [[0.15, -0.56, -1.11], [-0.60, -1.27, -0.63], [0.62, 0.56, 1.27], [-0.64, 0.28, 1.73], [1.54, -1.46, -0.47], [-0.64, 1.30, -2.56], [-2.27, -0.78, -0.29], [-0.28, -1.55, -0.33], [0.69, 0.11, 0.03], [-2.49, 0.11, 0.23], [0.42, 0.20, 0.19], [0.00, 0.14, -0.28], [0.14, 0.05, 0.26], [-0.08, -0.04, -0.05], [-0.05, -0.19, 0.33], [0.08, 0.12, 0.07], [-0.08, -0.09, 0.31], [-0.12, 0.31, 0.07], [0.09, 0.07, -0.14], [-0.04, -0.12, 0.23], [0.45, 0.29, 0.08], [0.02, -0.04, -0.26], [-0.11, 0.10, 0.01], [-0.02, -0.18, 0.16], [0.20, 0.22, -0.39], [-0.07, -0.21, -0.04], [-0.18, 0.06, 0.10], [0.09, 0.02, 0.15], [-0.44, 0.26, -0.47], [-0.02, -0.21, 0.14], [-0.01, 0.23, 0.20], [0.23, 0.01, -0.09], [-0.24, -0.26, -0.13], [0.00, -0.07, 0.21], [-0.13, 0.12, 0.05], [-0.07, -0.06, -0.12], [0.17, -0.09, 0.49], [0.12, 0.00, 0.03], [-0.12, 0.17, 0.01], [-0.08, -0.12, -0.06], [0.07, -0.63, -3.17], [3.85, 0.33, 1.43], [-0.08, -0.64, 1.10], [0.19, 0.14, -0.13], [-1.55, 2.22, -0.02], [-0.12, -0.16, -0.32], [0.52, -0.05, 0.14], [-0.03, 0.55, 0.12], [0.20, -0.25, -0.03], [-0.11, -0.06, 0.14], [-0.16, 0.08, -0.01], [-0.48, 0.05, -0.26], [0.85, -0.13, -0.18], [-0.16, -0.13, 0.38], [0.24, 0.51, -0.35], [0.79, 1.04, 2.05], [-0.57, -0.31, -0.07], [0.12, 0.02, 0.44], [0.08, 0.08, -0.11], [0.09, -0.03, -0.20], [0.09, 0.14, 0.16], [0.01, -0.25, 0.12], [0.07, 0.38, 0.06], [-0.24, -0.12, -0.22], [0.27, -0.14, 0.03], [-0.24, 0.17, -0.05], [-0.03, -0.27, -0.27], [0.31, 0.24, 0.07], [-0.08, 0.16, 0.27], [0.11, -0.37, 0.06], [-0.24, 0.02, -0.14]], "lowdin_charge": [-0.438, -0.252, -0.212, -0.179, -0.350, 1.117, -0.517, -0.072, 0.102, -0.266, 0.072, 0.057, -0.038, 0.095, 0.093, 0.092, -0.017, 0.069, 0.095, 0.106, -0.025, 0.042, 0.105, 0.095, -0.030, 0.092, 0.102, 0.083, -0.009, 0.084, 0.110, 0.084, -0.054, 0.077, 0.102, 0.073, -0.029, 0.079, 0.108, 0.047, -0.202, -0.348, -0.101, -0.022, 0.092, -0.062, 0.063, -0.082, 0.117, 0.110, 0.111, -0.058, -0.151, -0.024, -0.576, 0.715, -0.209, -0.060, -0.073, 0.095, 0.068, 0.076, 0.097, 0.106, 0.093, 0.102, 0.093, 0.094, 0.060, 0.078, 0.105]}